No. 1
C32H29N5O2Pt | ωB97M-V/def2-TZVPD

```
69
Properties=species:S:1:pos:R:3:lowdin_charge:R:1
Pt 1.17 0.04 -0.72 1.216
C 3.21 1.43 -1.84 -0.112
N 1.89 1.78 -1.30 -0.102
C 1.35 2.92 -1.42 -0.065
C -0.87 2.21 -0.58 -0.313
C -2.20 2.47 -0.41 -0.018
C -2.80 1.23 -0.09 -0.057
C -1.80 0.29 -0.10 -0.147
N -0.60 0.88 -0.39 -0.128
C 3.18 -0.09 -1.84 -0.328
C 3.42 -0.78 -0.64 -0.131
C 3.48 -2.20 -0.64 -0.062
C 3.28 -2.89 -1.81 -0.050
C 3.03 -2.20 -3.01 -0.046
C 2.99 -0.83 -3.03 -0.029
H 3.98 1.79 -1.15 0.141
H 3.39 1.85 -2.83 0.139
H 1.90 3.75 -1.83 0.170
H -2.70 3.42 -0.51 0.122
H -3.84 1.05 0.09 0.110
H -1.88 -0.77 0.06 0.098
H 3.72 -0.24 0.25 0.121
H 3.71 -2.72 0.27 0.125
H 3.34 -3.97 -1.81 0.129
H 2.90 -2.76 -3.93 0.126
H 2.82 -0.30 -3.96 0.128
N 0.12 3.21 -0.86 0.056
C 0.00 4.48 -0.35 -0.064
C 0.30 5.57 -1.24 -0.181
C 0.90 6.75 -0.77 0.003
C 1.15 7.78 -1.66 -0.027
C 0.80 7.65 -3.00 -0.014
C 0.20 6.49 -3.47 -0.031
C -0.04 5.44 -2.60 -0.002
C -0.37 4.68 1.02 -0.159
C -1.01 5.86 1.43 0.004
C -1.28 6.09 2.76 -0.028
C -0.90 5.14 3.71 -0.013
C -0.27 3.96 3.32 -0.031
C -0.02 3.71 1.99 0.014
H 1.20 6.84 0.26 0.131
H 1.63 8.69 -1.31 0.124
H 0.99 8.47 -3.68 0.126
H -0.09 6.41 -4.50 0.122
H -0.54 4.55 -2.95 0.131
H -1.33 6.58 0.68 0.131
H -1.79 6.99 3.07 0.124
H -1.10 5.32 4.75 0.125
H 0.02 3.23 4.07 0.120
H 0.46 2.79 1.69 0.120
O -0.83 -2.23 -4.20 -0.051
C -1.69 -3.24 -3.70 -0.234
N -1.03 -4.50 -3.47 0.113
C -0.34 -4.89 -2.37 -0.438
O 0.17 -5.99 -2.28 0.109
C -0.18 -3.94 -1.22 -0.084
C -0.29 -4.46 0.07 0.052
C -0.04 -3.64 1.16 0.002
C 0.36 -2.33 0.93 -0.103
N 0.49 -1.84 -0.31 -0.131
C 0.22 -2.62 -1.37 -0.076
H -0.67 -2.39 -5.14 0.100
H -2.52 -3.41 -4.38 0.140
H -2.09 -2.85 -2.76 0.128
H -1.07 -5.20 -4.20 0.160
H -0.57 -5.49 0.20 0.142
H -0.13 -4.00 2.17 0.126
H 0.59 -1.66 1.74 0.125
H 0.34 -2.18 -2.35 0.102
```

Properties
**F_max**: 0.7 eV/A
**Relative energy (zero: lowest compared OMol25 entry of this formula, charge and spin)**: 0.0 kJ/mol
**LUMO energy (alpha / beta)**: -0.269 / -0.269 Eh
**E_HOMO (alpha / beta)**: -13.123 / -13.122 eV
**Total charge**: +2
**Electronic energy**: -48433.2120 eV

***

No. 2
C32H29NO4STc | ωB97M-V/def2-TZVPD

```
68
Properties=species:S:1:pos:R:3:lowdin_charge:R:1
Tc -0.40 -1.12 0.63 1.702
C -1.59 -3.92 2.78 -0.011
C -0.90 -2.60 2.77 -0.285
C 0.50 -2.50 2.81 -0.044
C 1.13 -1.26 2.83 -0.056
C 0.39 -0.08 2.88 -0.083
C -1.01 -0.15 2.87 -0.107
C -1.64 -1.40 2.77 -0.072
H -2.56 -3.88 2.27 0.097
H -1.77 -4.22 3.81 0.115
H -0.98 -4.70 2.32 0.091
H 1.10 -3.40 2.74 0.143
H 2.21 -1.22 2.79 0.141
H 0.88 0.89 2.94 0.122
H -1.60 0.75 2.90 0.128
H -2.72 -1.44 2.74 0.143
C 0.35 4.15 2.30 -0.064
C -0.73 4.80 1.44 -0.556
C -1.73 5.51 2.37 -0.031
C -0.06 5.82 0.51 -0.030
C -1.49 3.78 0.59 -0.139
C -2.52 4.21 -0.26 0.007
C -3.23 3.35 -1.06 -0.033
C -2.92 2.00 -1.01 -0.425
S -3.60 0.68 -1.91 1.237
C -2.56 -0.41 -1.13 -0.508
N -1.76 0.16 -0.23 -0.070
C -1.92 1.54 -0.16 -0.263
C -1.18 2.43 0.63 0.030
C -2.44 -1.84 -1.31 -0.228
C -3.23 -2.61 -2.16 -0.001
C -3.00 -3.97 -2.23 -0.022
C -2.00 -4.56 -1.47 -0.028
C -1.20 -3.79 -0.63 -0.073
C -1.43 -2.43 -0.54 -0.178
H 0.86 4.92 2.88 0.097
H 1.11 3.64 1.69 0.089
H -0.07 3.44 3.01 0.080
H -1.20 6.24 2.98 0.097
H -2.23 4.81 3.03 0.094
H -2.49 6.05 1.81 0.085
H 0.48 6.56 1.10 0.097
H -0.79 6.37 -0.09 0.085
H 0.64 5.34 -0.17 0.096
H -2.76 5.27 -0.29 0.125
H -4.01 3.72 -1.71 0.128
H -0.37 2.06 1.24 0.078
H -4.01 -2.15 -2.76 0.123
H -3.61 -4.58 -2.88 0.126
H -1.82 -5.63 -1.54 0.125
H -0.40 -4.26 -0.08 0.106
O 1.28 -2.45 0.24 -0.093
C 1.67 -1.63 -0.65 -0.502
O 0.90 -0.58 -0.75 -0.105
C 2.78 -1.83 -1.54 -0.146
C 3.52 -3.01 -1.43 0.015
C 4.60 -3.26 -2.27 0.053
C 4.88 -2.29 -3.20 -0.187
O 5.86 -2.30 -4.11 0.086
C 5.76 -1.07 -4.86 -0.064
O 4.65 -0.36 -4.33 0.062
C 4.14 -1.11 -3.32 -0.191
C 3.08 -0.84 -2.51 0.096
H 3.24 -3.73 -0.67 0.126
H 5.18 -4.17 -2.20 0.136
H 5.58 -1.31 -5.91 0.149
H 6.68 -0.50 -4.71 0.149
H 2.50 0.07 -2.60 0.139
```

Properties
**F_max**: 0.9 eV/A
**Relative energy (zero: lowest compared OMol25 entry of this formula, charge and spin)**: 0.0 kJ/mol
**LUMO energy (alpha / beta)**: -0.247 / -0.300 Eh
**E_HOMO (alpha / beta)**: -13.144 / -13.119 eV
**Total charge**: +2
**2S+1**: 4
**Electronic energy**: -56354.5946 eV

***

No. 3
C32H30Cl48I2N5O3 | ωB97M-V/def2-TZVPD

```
120
Properties=species:S:1:pos:R:3:lowdin_charge:R:1
C -2.29 -7.16 1.79 -0.107
C -2.27 -5.71 1.09 -0.189
C -2.07 -4.57 2.17 -0.194
O -0.90 -4.84 2.98 -0.140
C -0.29 -3.62 3.42 -0.137
N 0.35 -2.87 2.30 0.100
C 1.02 -3.72 1.27 -0.150
O 0.29 -3.79 0.06 -0.159
C 1.07 -4.52 -0.93 -0.206
C 2.18 -3.64 -1.64 -0.081
C 0.36 -1.57 2.17 -0.205
N 0.91 -0.83 1.07 0.074
C -0.23 -0.56 0.16 -0.186
C 0.17 0.27 -1.14 -0.234
C 1.39 1.10 -1.04 -0.035
C 1.79 1.84 -2.29 -0.003
C 0.93 1.66 -3.50 -0.155
C -0.26 0.79 -3.35 -0.339
N -0.65 0.09 -2.23 0.016
C -1.35 0.17 1.06 -0.257
C -2.03 1.43 0.38 -0.655
I -0.91 3.29 0.63 0.978
C -3.43 1.65 1.17 -0.774
C -3.99 3.12 1.11 -0.300
I -4.99 0.37 0.27 0.809
C -0.73 0.49 2.50 -0.141
N -0.32 -0.78 3.20 -0.086
N 0.60 -0.49 4.26 0.067
C 0.06 -0.83 5.36 -0.246
O -0.22 -1.07 6.45 0.243
H -2.30 -7.07 2.92 0.078
H -1.36 -7.72 1.50 0.073
H -3.18 -7.73 1.39 0.042
H -3.20 -5.56 0.47 0.118
H -1.42 -5.74 0.34 0.094
H -2.04 -3.56 1.66 0.122
H -2.96 -4.61 2.89 0.142
H -1.10 -3.05 3.95 0.152
H 0.54 -3.96 4.13 0.089
H 1.28 -4.75 1.69 0.169
H 2.03 -3.26 1.02 0.147
H 0.37 -4.92 -1.73 0.125
H 1.52 -5.41 -0.39 0.131
H 2.06 -3.57 -2.76 -0.021
H 2.25 -2.58 -1.22 0.075
H 3.20 -4.09 -1.47 0.091
H 1.71 -1.28 0.62 0.110
H -0.71 -1.51 -0.23 0.147
H 2.03 1.21 -0.13 0.099
H 2.72 2.47 -2.30 0.113
H 1.22 2.20 -4.45 -0.032
H -0.91 0.66 -4.30 -0.003
H -2.17 -0.60 1.24 0.123
H -2.31 1.30 -0.69 0.070
H -3.36 1.31 2.24 0.070
H -3.90 3.61 0.09 0.038
H -5.11 3.05 1.29 0.051
H -3.61 3.80 1.93 0.065
H 0.16 1.20 2.44 0.072
H -1.48 0.99 3.17 0.132
C -3.66 -1.73 -4.16 -1.966
Cl -3.62 -2.88 -5.52 0.514
Cl -3.77 -2.63 -2.63 0.498
Cl -2.18 -0.75 -4.15 0.625
Cl -5.07 -0.67 -4.33 0.532
C 2.68 -4.15 6.67 -1.993
Cl 2.70 -3.09 5.24 0.510
Cl 3.53 -3.37 8.01 0.522
Cl 1.00 -4.47 7.14 0.549
Cl 3.48 -5.68 6.28 0.551
C -4.40 -10.85 1.79 -2.041
Cl -4.13 -10.15 3.40 0.515
Cl -4.96 -12.52 1.95 0.530
Cl -5.62 -9.89 0.93 0.515
Cl -2.88 -10.83 0.87 0.514
C 0.96 -2.57 -5.80 -1.971
Cl -0.50 -2.57 -6.79 0.528
Cl 0.93 -3.97 -4.72 0.576
Cl 2.38 -2.68 -6.86 0.545
Cl 1.04 -1.07 -4.85 0.619
C 4.26 0.74 4.12 -1.986
Cl 5.73 1.22 3.25 0.541
Cl 4.63 -0.58 5.24 0.475
Cl 3.64 2.13 5.04 0.525
Cl 3.02 0.21 2.96 0.564
C 1.85 5.68 3.54 -2.019
Cl 3.60 5.43 3.36 0.521
Cl 1.55 6.78 4.89 0.542
Cl 1.20 6.37 2.05 0.479
Cl 1.06 4.12 3.87 0.458
C 0.58 5.21 -6.40 -1.970
Cl -0.89 5.19 -7.40 0.517
Cl 0.53 3.85 -5.25 0.619
Cl 2.00 5.05 -7.44 0.514
Cl 0.66 6.73 -5.50 0.500
C 0.94 8.38 -1.67 -2.001
Cl 0.07 9.09 -3.04 0.503
Cl 0.00 7.04 -0.98 0.441
Cl 2.51 7.77 -2.21 0.516
Cl 1.18 9.62 -0.42 0.544
C 7.87 -1.41 7.73 -2.022
Cl 7.92 -0.34 6.31 0.504
Cl 8.70 -0.63 9.08 0.535
Cl 6.18 -1.73 8.17 0.464
Cl 8.68 -2.94 7.34 0.530
C -5.07 5.93 -7.21 -2.007
Cl -6.50 6.49 -8.08 0.542
Cl -4.17 7.33 -6.60 0.508
Cl -5.57 4.90 -5.85 0.485
Cl -4.03 4.99 -8.30 0.504
C -4.36 7.32 -2.09 -1.993
Cl -4.71 6.33 -0.66 0.531
Cl -5.38 8.78 -2.06 0.539
Cl -2.65 7.80 -2.10 0.471
Cl -4.71 6.38 -3.56 0.465
C 5.52 6.16 -5.33 -2.017
Cl 6.04 4.77 -6.32 0.522
Cl 3.75 6.19 -5.24 0.449
Cl 6.19 6.00 -3.69 0.514
Cl 6.10 7.66 -6.07 0.537
```

Properties
**F_max**: 3.9 eV/A
**LUMO energy**: -0.130 Eh
**E_HOMO**: -11.219 eV
**Total charge**: +1
**Electronic energy**: -664524.4137 eV

***

- Which of these has the highest electronic energy?
  C32H29N5O2Pt